(1)
# C43H58N8O3S2Si3Sn

C43H58N8O3S2Si3Sn as an isolated structure (wB97M-V/def2-TZVPD, the Open Molecules 2025 dataset).

The geometry in XYZ format:
```
118
C43H58N8O3S2Si3Sn, DFT wB97M-V/def2-TZVPD
C 3.381 -3.848 -0.096
C 1.643 6.505 -2.829
H 4.031 4.339 0.663
Si -0.242 2.791 2.667
H 1.646 4.083 -3.871
C -1.503 -2.689 -2.311
C 2.621 1.955 -0.935
H 1.864 0.941 -5.215
H 1.315 4.454 3.718
H -4.774 -2.046 -3.708
H 4.892 -5.298 -0.566
H 2.196 6.183 -1.945
H 1.984 2.701 -1.415
H 3.556 -0.103 5.646
N -2.427 -1.231 0.508
C -6.030 1.073 1.481
H -1.695 -4.782 -2.688
C 0.075 3.141 -3.086
C 4.437 -2.358 -2.179
C 2.808 -2.609 -0.393
H 0.456 -4.342 -0.789
H -1.959 -6.340 2.116
H 2.408 -0.709 -4.861
C 3.134 -0.401 4.696
N -0.958 -1.514 -2.636
N -4.079 1.132 -1.036
H -0.808 0.883 4.160
C 2.035 -1.192 2.182
H 1.118 -0.440 -6.036
C -0.786 -5.440 0.558
C 0.316 -2.608 -4.323
C 3.352 -1.880 -1.455
H 2.902 -0.932 -1.728
C -3.140 -1.430 2.778
H -3.211 -1.424 -3.759
H 2.185 0.972 -1.124
H -0.146 5.978 -3.919
H -0.068 -2.634 3.102
H 2.313 4.716 0.719
H 1.333 7.541 -2.685
H -0.986 -6.229 -0.157
S -1.404 3.242 -2.265
H -1.518 3.516 0.654
C -2.114 -0.902 1.782
Si 1.336 -1.873 0.525
C -1.331 -5.504 1.833
H -2.167 2.015 1.312
C 1.809 0.007 2.803
H 2.072 1.454 4.372
C -1.056 -4.496 2.747
H 2.326 6.481 -3.682
C 3.090 4.095 1.165
C -6.135 1.771 0.125
H -2.630 -1.978 3.570
H 2.961 -4.461 0.696
H 0.005 -4.713 -4.540
C -1.208 -3.862 -2.982
H 5.845 -3.962 -2.417
N -3.558 0.321 -2.006
N 0.109 0.881 -3.328
H 0.979 0.714 2.325
H -2.226 -2.674 -1.506
C -5.354 1.042 -0.922
C 0.524 -0.152 -3.989
H 4.054 -2.337 4.693
C 0.291 -3.330 1.099
H -5.115 -2.000 1.973
H 4.387 1.488 2.652
H 1.053 -2.551 -5.109
C 4.467 -4.333 -0.813
H 5.124 1.726 1.066
C 0.434 5.615 -3.062
C 2.313 0.471 3.998
C -0.053 -1.449 -3.634
H 0.524 1.242 0.832
C -4.062 -2.271 1.911
H -5.729 2.782 0.188
C -0.659 1.955 4.287
Si 2.780 2.271 0.887
H 3.102 -3.017 2.548
H -0.348 5.029 3.609
N 0.854 4.246 -3.266
H -1.469 -4.546 3.748
H -3.983 -3.342 2.104
O -4.087 -2.467 -0.506
C 0.021 -4.368 0.204
S -6.066 -0.074 -2.051
H 4.841 -1.775 -2.998
H -7.178 1.858 -0.182
H -4.983 1.005 1.782
H -3.639 -0.575 3.239
C -0.255 -3.423 2.381
H -6.577 1.625 2.246
H 3.603 2.001 -1.414
C 2.869 -2.034 2.940
C -4.461 -0.381 -2.618
Sn -1.111 0.322 -1.120
C 1.056 1.770 1.633
C 4.999 -3.585 -1.855
C 0.436 4.488 3.071
O -1.127 -0.242 2.118
H 3.195 4.366 2.216
H 4.188 0.265 1.386
C 3.409 -1.653 4.158
H -6.437 0.062 1.431
N 0.652 2.060 -3.639
C 4.241 1.337 1.582
C -1.739 2.981 1.582
H -2.492 3.553 2.133
H 0.682 5.069 2.183
C -3.551 -2.008 0.495
H -1.605 2.387 4.628
C -0.271 -3.816 -4.001
H 0.078 2.140 5.070
H -0.234 5.631 -2.203
N -4.196 -1.222 -3.663
O 0.690 -0.733 -0.363
C 1.539 -0.086 -5.091
```

highest occupied orbital energy	-0.236	hartree
ΔE to the lowest compared entry with this formula, charge and spin	76.6	kcal/mol
gap between HOMO and LUMO	0.20295	Ha



(2)
# C16H31NP2SeW

C16H31NP2SeW as an isolated structure (wB97M-V/def2-TZVPD, the Open Molecules 2025 dataset).

The geometry in XYZ format:
```
52
C16H31NP2SeW, DFT wB97M-V/def2-TZVPD
H -2.275 1.622 -2.342
H -0.121 1.562 -4.457
H 0.903 -2.892 4.254
H -2.433 1.527 1.333
C -1.917 -0.531 1.080
C -0.297 -0.481 -3.756
C 0.435 -1.527 1.600
C -0.530 1.091 6.098
H -1.523 2.914 -3.349
H 2.724 0.523 1.697
C -1.020 -1.507 1.794
H 1.950 -2.792 -1.847
C -0.619 1.326 2.376
W -0.097 -0.500 3.389
H 0.880 -2.517 1.753
H -1.044 2.081 3.045
Se -0.659 1.954 7.585
C 1.658 -2.031 -2.582
P -0.031 -1.417 -2.164
H 1.426 0.823 -3.919
C 1.185 3.150 -2.478
H 1.493 -1.442 5.137
H 1.645 -2.469 -3.593
H 0.137 -1.092 -4.564
H 0.783 3.644 -3.376
H 1.202 3.853 -1.633
C -1.038 -2.858 -2.648
C 0.823 1.177 2.481
H 2.027 -1.131 0.266
H -1.451 -2.495 2.009
N -0.425 0.527 5.030
C 0.609 -1.947 4.700
H 2.211 2.802 -2.667
H -0.677 -3.247 -3.611
H -2.083 -2.526 -2.732
H -2.944 -0.624 1.476
H -1.753 3.142 -1.578
H -1.078 1.328 0.230
P 0.159 1.696 -2.025
H -0.122 -2.065 5.521
H 1.804 1.515 0.560
C 1.692 0.720 1.336
C -1.489 0.962 1.194
H -1.385 -0.398 -3.898
H -0.961 -3.621 -1.863
C 1.168 -0.586 0.695
H 1.311 1.826 3.216
H -2.010 -0.834 0.020
C -1.515 2.416 -2.366
C 0.347 0.896 -3.714
H 0.535 -0.333 -0.182
H 2.390 -1.212 -2.533
```

net charge	+2
highest occupied orbital energy (alpha / beta)	-0.531 / -0.522	hartree
2S+1	3
ΔE to the lowest compared entry with this formula, charge and spin	8.7	kcal/mol
⟨S²⟩	2.089
gap between HOMO and LUMO (alpha / beta)	0.25743 / 0.17222	Ha



(3)
# C4H4Cl2N2O2S

A 2-piece molecular cluster, C4H4Cl2N2O2S overall (wB97M-V/def2-TZVPD, the Open Molecules 2025 dataset).

The geometry in XYZ format:
```
15
C4H4Cl2N2O2S, DFT wB97M-V/def2-TZVPD
H -2.444 1.172 0.775
O 2.820 2.293 -0.712
C 0.133 0.003 -0.971
C -2.401 -0.889 -0.154
H -1.413 -0.080 1.616
C -1.720 0.347 0.591
N -0.534 0.781 -0.351
O 1.000 -0.011 -1.828
C 2.631 0.314 0.453
H -2.671 -1.562 0.702
Cl 3.547 0.557 1.887
N 2.841 1.114 -0.476
H -3.263 -0.713 -0.791
Cl 2.420 -1.399 0.003
S -0.946 -1.927 -0.745
```

highest occupied orbital energy (alpha / beta)	-0.298 / -0.303	hartree
ΔE to the lowest compared entry with this formula, charge and spin	157.0	kcal/mol
gap between HOMO and LUMO (alpha / beta)	0.14467 / 0.15095	Ha



The highest ΔE to the lowest compared entry with this formula, charge and spin belongs to which entry? C4H4Cl2N2O2S